[1]
Below is a molecular structure, C30H71AsF8NO13, with properties calculated with ωB97M-V with the def2-TZVPD basis set.

## Properties
LUMO level: 2.2 eV

Structure (ORCA input):
```
! RIJCOSX wB97M-V def2-TZVPD def2/J DEFGRID3
* xyz -1 1
N 2.114 1.611 1.755
As 0.377 1.068 2.426
C -0.550 1.492 0.682
C -2.077 0.973 0.692
O -2.863 1.710 1.691
C -3.611 0.821 2.517
C -5.133 0.663 1.978
F -5.939 1.723 2.504
F -5.736 -0.532 2.391
F -5.195 0.684 0.554
C 0.690 -0.891 1.999
F 1.826 -1.352 2.732
F -0.425 -1.638 2.504
C 0.915 -1.340 0.504
F 1.825 -0.616 -0.237
F -0.269 -1.508 -0.246
F 1.463 -2.660 0.550
H 2.532 2.199 2.496
H 1.860 2.308 1.028
H 1.101 0.829 3.809
H 0.167 2.553 2.855
H -0.979 0.720 3.153
H 0.002 1.211 -0.264
H -0.651 2.635 0.643
H -2.499 1.287 -0.324
H -2.163 -0.145 0.818
H -3.120 -0.177 2.719
H -3.730 1.331 3.533
C -6.516 -4.258 6.708
O -6.850 -4.384 5.334
C -6.563 -3.201 4.593
C -5.256 -3.328 3.821
O -4.139 -3.421 4.701
C -3.686 -4.755 4.866
H -6.501 -5.257 7.147
H -5.534 -3.802 6.852
H -7.277 -3.660 7.221
H -6.545 -2.324 5.250
H -7.381 -3.063 3.879
H -5.116 -2.426 3.221
H -5.286 -4.184 3.138
H -3.113 -5.065 3.988
H -4.513 -5.453 5.029
H -3.034 -4.786 5.741
C 5.439 0.799 0.539
O 5.382 1.860 -0.408
C 6.670 2.322 -0.789
C 7.091 1.749 -2.136
O 7.275 0.338 -2.067
C 6.163 -0.380 -2.579
H 4.460 0.322 0.577
H 6.182 0.045 0.266
H 5.672 1.202 1.529
H 7.412 2.091 -0.016
H 6.608 3.412 -0.875
H 8.056 2.184 -2.416
H 6.367 2.009 -2.916
H 6.176 -0.358 -3.673
H 5.213 0.021 -2.215
H 6.247 -1.417 -2.247
C 6.449 4.583 -5.054
O 6.735 5.066 -3.748
C 7.969 5.771 -3.689
C 7.751 7.279 -3.708
O 7.207 7.711 -4.951
C 5.805 7.929 -4.883
H 5.396 4.303 -5.091
H 6.634 5.339 -5.821
H 7.057 3.696 -5.260
H 8.635 5.461 -4.503
H 8.451 5.497 -2.745
H 8.721 7.774 -3.594
H 7.115 7.592 -2.874
H 5.600 8.879 -4.379
H 5.288 7.119 -4.363
H 5.421 7.983 -5.903
C -5.277 4.903 0.416
O -5.358 5.968 -0.524
C -4.077 6.459 -0.901
C -3.642 5.902 -2.251
O -3.428 4.496 -2.188
C -4.522 3.755 -2.704
H -6.247 4.405 0.455
H -4.521 4.161 0.146
H -5.052 5.311 1.406
H -3.332 6.240 -0.129
H -4.162 7.548 -0.981
H -2.686 6.359 -2.527
H -4.370 6.152 -3.031
H -4.507 3.781 -3.799
H -5.482 4.132 -2.341
H -4.414 2.719 -2.376
C 2.069 -6.734 2.707
O 3.475 -6.908 2.587
C 3.824 -7.851 1.581
C 4.256 -7.158 0.293
O 3.174 -6.453 -0.304
C 3.215 -5.057 -0.032
H 1.887 -5.826 3.282
H 1.584 -6.631 1.734
H 1.636 -7.584 3.245
H 2.998 -8.546 1.393
H 4.667 -8.433 1.966
H 4.577 -7.920 -0.424
H 5.104 -6.489 0.474
H 3.971 -4.577 -0.661
H 3.428 -4.849 1.020
H 2.239 -4.636 -0.273
C -4.317 -2.582 -0.239
O -3.843 -1.911 -1.398
C -3.228 -2.795 -2.327
C -4.172 -3.146 -3.471
O -5.288 -3.905 -3.012
C -6.452 -3.111 -2.846
H -4.998 -1.910 0.283
H -4.852 -3.503 -0.484
H -3.475 -2.815 0.421
H -2.867 -3.700 -1.825
H -2.357 -2.275 -2.737
H -3.634 -3.771 -4.190
H -4.504 -2.243 -3.994
H -6.902 -2.901 -3.822
H -6.238 -2.170 -2.331
H -7.166 -3.677 -2.244
*
```

Here are the Mulliken charges for atoms 1 to 5, given in e: atom 1 (N): -0.547, atom 2 (As): -0.439, atom 3 (C): -1.251, atom 4 (C): -0.029, atom 5 (O): -0.443

---

[2]
Below is 5 unconnected molecules or ions with the total composition C30H71N, with properties calculated with ωB97M-V with the def2-TZVPD basis set.

## Properties
LUMO level: 0.8 eV

Structure (ORCA input):
```
! RIJCOSX wB97M-V def2-TZVPD def2/J DEFGRID3
* xyz 0 1
C -2.668 3.510 0.919
C -1.374 2.692 1.306
N -1.764 1.306 1.721
C -0.750 0.283 1.554
C 0.267 0.150 2.597
C -2.537 1.226 3.058
C -2.966 -0.258 3.226
H -2.331 4.321 0.293
H -3.243 3.862 1.577
H -3.324 2.966 0.076
H -1.130 3.180 2.271
H -0.888 2.403 0.421
H 0.055 0.653 0.656
H -1.171 -0.586 1.261
H 1.187 -0.548 2.189
H 0.166 -0.161 3.502
H 0.951 1.068 2.789
H -3.358 1.810 2.641
H -2.040 1.569 3.942
H -2.214 -0.965 3.394
H -3.601 -0.657 2.396
H -3.785 -0.329 4.054
C 2.363 0.410 -2.116
C 2.678 0.000 -0.540
C 2.927 1.133 0.363
C 4.249 1.862 0.054
C 4.493 2.898 1.220
C 5.777 3.743 1.073
H 1.618 1.122 -2.087
H 2.164 -0.376 -2.753
H 3.196 0.878 -2.387
H 3.282 -0.857 -0.678
H 1.734 -0.540 -0.182
H 2.938 0.669 1.347
H 2.237 1.940 0.268
H 4.084 2.269 -0.993
H 5.167 1.296 -0.277
H 4.562 2.377 2.076
H 3.587 3.442 1.363
H 5.733 4.355 0.184
H 6.835 3.106 0.825
H 6.012 4.297 1.889
C 0.212 -3.810 -3.863
C 0.029 -4.278 -2.467
C 0.938 -3.645 -1.361
C 0.491 -3.920 0.101
C 1.457 -3.342 1.072
C 1.214 -3.958 2.466
H -0.550 -4.081 -4.655
H 1.123 -4.461 -4.291
H 0.555 -2.711 -4.004
H -0.241 -5.411 -2.185
H -1.067 -3.877 -2.120
H 1.052 -2.568 -1.329
H 1.877 -3.908 -1.605
H 0.355 -5.041 0.047
H -0.341 -3.527 0.330
H 1.562 -2.364 1.136
H 2.552 -3.627 0.979
H 1.078 -4.932 2.509
H 0.197 -3.521 2.618
H 1.665 -3.541 3.086
C -4.880 -3.749 3.684
C -3.718 -4.437 3.045
C -4.088 -5.392 1.879
C -2.886 -6.084 1.162
C -3.302 -7.046 0.017
C -3.490 -6.332 -1.315
H -5.781 -4.421 4.080
H -5.200 -2.826 2.976
H -4.693 -2.991 4.630
H -2.834 -4.699 3.840
H -3.186 -3.510 2.394
H -4.633 -4.866 1.048
H -4.866 -5.990 2.372
H -2.532 -6.604 1.951
H -2.087 -5.252 0.881
H -4.187 -7.731 0.329
H -2.411 -7.707 -0.174
H -3.820 -7.138 -1.990
H -2.605 -5.865 -1.614
H -4.425 -5.701 -1.340
C 1.192 4.399 -1.074
C 0.385 5.633 -1.206
C 0.640 6.617 -2.226
C 0.479 6.088 -3.668
C 0.993 7.126 -4.830
C 2.512 7.354 -4.849
H 2.246 4.732 -1.201
H 1.064 3.816 -1.956
H 1.188 3.803 -0.230
H 0.623 6.149 -0.324
H -0.564 5.064 -1.097
H 1.717 6.948 -2.131
H -0.072 7.322 -1.894
H -0.478 5.879 -3.683
H 0.898 5.169 -3.683
H 0.510 7.989 -4.589
H 0.602 6.954 -5.770
H 2.904 6.431 -5.125
H 2.877 7.738 -3.895
H 2.628 8.137 -5.385
*
```

Here are the Mulliken charges for atoms 1 to 5, given in e: atom 1 (C): -1.694, atom 2 (C): -0.583, atom 3 (N): 0.165, atom 4 (C): -0.337, atom 5 (C): -0.822

---

[3]
Below is a molecular structure, C30H74CuN2O18P4, with properties calculated with ωB97M-V with the def2-TZVPD basis set.

## Properties
LUMO level: -1.5 eV

Structure (ORCA input):
```
! RIJCOSX wB97M-V def2-TZVPD def2/J DEFGRID3
* xyz 1 1
Cu 0.228 0.725 -0.166
C -2.356 1.795 -1.908
O -1.557 2.410 -1.201
N -3.381 2.445 -2.583
C -3.642 3.920 -2.444
C -4.230 1.710 -3.487
H -2.289 0.713 -2.102
H -4.710 4.096 -2.308
H -3.335 4.525 -3.297
H -3.075 4.325 -1.605
H -4.002 0.644 -3.480
H -5.294 1.659 -3.255
H -4.124 2.214 -4.447
C -2.021 -1.901 -0.572
O -1.515 -0.966 0.035
N -2.426 -3.064 0.010
C -3.288 -4.076 -0.590
C -2.118 -3.412 1.414
H -2.296 -1.791 -1.633
H -4.129 -4.319 0.059
H -2.817 -5.058 -0.633
H -3.539 -3.812 -1.617
H -2.983 -3.109 2.004
H -1.915 -4.460 1.634
H -1.222 -2.897 1.761
C -0.705 6.222 1.004
C -0.013 4.878 1.083
O 1.358 4.998 0.801
P 2.358 3.722 0.664
O 1.791 2.494 0.064
O 2.813 3.502 2.194
C 2.110 2.558 2.965
C 2.707 2.208 4.273
O 3.749 4.325 -0.005
C 4.928 3.564 0.076
C 4.816 2.315 -0.777
H -0.020 6.967 1.407
H -0.982 6.537 -0.002
H -1.580 6.308 1.648
H -0.111 4.487 2.096
H -0.525 4.104 0.510
H 1.116 2.984 3.101
H 1.949 1.642 2.396
H 2.190 1.393 4.780
H 3.762 1.937 4.248
H 2.611 3.066 4.939
H 5.778 4.141 -0.288
H 5.096 3.324 1.126
H 5.791 1.874 -0.983
H 4.224 1.498 -0.365
H 4.426 2.492 -1.780
C 1.435 -2.419 4.388
C 2.339 -2.269 3.201
O 1.961 -3.026 2.091
P 2.039 -2.515 0.546
O 1.457 -1.165 0.325
O 3.655 -2.799 0.190
C 4.440 -2.265 -0.888
C 3.955 -2.525 -2.284
O 1.390 -3.716 -0.307
C 1.798 -5.066 -0.075
C 0.505 -5.860 -0.037
H 0.398 -2.410 4.052
H 1.510 -3.329 4.982
H 1.687 -1.635 5.102
H 2.432 -1.217 2.932
H 3.359 -2.561 3.451
H 4.713 -1.214 -0.790
H 5.366 -2.791 -0.656
H 3.594 -3.553 -2.249
H 3.178 -1.778 -2.448
H 4.786 -2.476 -2.986
H 2.532 -5.322 -0.839
H 2.356 -5.103 0.860
H 0.670 -6.935 -0.100
H -0.183 -5.586 0.763
H -0.022 -5.643 -0.967
C -0.225 1.379 6.892
C -1.195 1.842 5.771
O -0.724 1.512 4.495
P -1.661 1.610 3.122
O -0.993 1.281 1.826
O -2.986 0.715 3.406
C -2.968 -0.712 3.148
C -2.956 -1.434 4.435
O -2.190 3.165 3.192
C -3.424 3.576 2.635
C -3.425 3.487 1.144
H 0.722 1.865 6.658
H -0.487 1.792 7.866
H -0.092 0.297 6.910
H -2.235 1.546 5.909
H -1.307 2.926 5.798
H -3.883 -1.058 2.667
H -2.081 -1.030 2.600
H -1.975 -1.284 4.885
H -3.713 -1.108 5.147
H -3.115 -2.508 4.334
H -4.226 2.915 2.964
H -3.622 4.599 2.956
H -2.698 4.198 0.751
H -3.149 2.497 0.780
H -4.405 3.650 0.695
C -2.815 -1.093 -6.014
C -1.402 -0.504 -5.875
O -1.264 -0.250 -4.459
P 0.220 -0.440 -3.854
O 0.315 -0.065 -2.419
O 1.140 0.437 -4.934
C 2.566 0.398 -4.651
C 3.375 -0.519 -5.607
O 0.710 -1.959 -4.122
C -0.002 -3.043 -3.564
C 0.765 -4.328 -3.725
H -2.978 -1.391 -7.050
H -2.987 -1.996 -5.429
H -3.594 -0.366 -5.786
H -0.569 -1.077 -6.284
H -1.446 0.390 -6.496
H 2.946 1.417 -4.724
H 2.882 0.102 -3.651
H 3.112 -0.209 -6.619
H 4.420 -0.347 -5.348
H 3.048 -1.550 -5.475
H -0.239 -2.808 -2.526
H -0.955 -3.229 -4.060
H 1.252 -4.417 -4.696
H 1.500 -4.379 -2.922
H 0.067 -5.165 -3.718
*
```

Here are the Mulliken charges for atoms 1 to 5, given in e: atom 1 (Cu): 1.038, atom 2 (C): 0.449, atom 3 (O): -0.707, atom 4 (N): 0.379, atom 5 (C): -0.839

---

[4]
Below is a molecular structure, C30H75BF4N5NaO10, with properties calculated with ωB97M-V with the def2-TZVPD basis set.

## Properties
LUMO level: -0.2 eV

Structure (ORCA input):
```
! RIJCOSX wB97M-V def2-TZVPD def2/J DEFGRID3
* xyz 0 1
Na -2.554 -0.680 -1.302
B -0.100 -0.258 -0.468
F -0.327 -1.652 -0.585
F 1.230 -0.010 -0.188
F -0.309 0.380 -1.650
F -0.862 0.216 0.571
C -2.926 -0.600 -8.825
O -3.480 -0.838 -7.503
C -2.938 -1.887 -6.752
C -1.716 -1.430 -5.908
N -1.358 -2.534 -4.984
C -0.175 -2.192 -4.172
C 0.393 -3.397 -3.361
O 0.769 -4.483 -4.281
C 1.314 -5.634 -3.622
H -3.370 0.323 -9.200
H -3.154 -1.433 -9.490
H -1.845 -0.465 -8.803
H -2.857 -2.756 -7.405
H -3.746 -2.141 -6.066
H -2.089 -0.645 -5.251
H -0.912 -1.069 -6.550
H -1.221 -3.348 -5.566
H -0.312 -1.346 -3.500
H 0.601 -1.878 -4.871
H -0.245 -3.812 -2.581
H 1.322 -3.074 -2.890
H 0.677 -6.008 -2.821
H 2.270 -5.330 -3.195
H 1.357 -6.433 -4.362
C 4.382 -3.655 -2.409
O 4.034 -3.420 -1.004
C 4.090 -2.096 -0.563
C 3.490 -1.981 0.855
N 4.342 -2.612 1.834
C 3.829 -2.471 3.203
C 4.754 -3.108 4.285
O 4.551 -4.537 4.503
C 5.602 -5.186 5.229
H 3.719 -3.172 -3.127
H 4.228 -4.726 -2.536
H 5.415 -3.310 -2.454
H 3.550 -1.378 -1.180
H 5.131 -1.784 -0.644
H 2.494 -2.424 0.882
H 3.309 -0.926 1.058
H 4.655 -3.546 1.612
H 2.892 -3.028 3.216
H 3.645 -1.435 3.489
H 4.520 -2.620 5.231
H 5.817 -2.912 4.149
H 5.388 -6.164 5.662
H 5.885 -4.623 6.118
H 6.540 -5.274 4.681
C 3.029 3.642 2.207
O 2.863 2.460 2.979
C 1.593 2.048 3.130
C 1.640 0.530 3.420
N 0.254 0.026 3.365
C 0.124 -1.412 3.749
C 0.327 -1.683 5.269
O 1.706 -1.999 5.547
C 1.910 -2.538 6.872
H 4.087 3.793 1.992
H 2.590 4.494 2.726
H 2.601 3.539 1.210
H 1.005 2.121 2.215
H 1.165 2.704 3.887
H 2.046 0.338 4.413
H 2.290 0.000 2.724
H -0.023 0.020 2.394
H 0.748 -2.040 3.112
H -0.928 -1.666 3.617
H -0.338 -2.460 5.645
H 0.026 -0.837 5.888
H 1.385 -3.439 7.189
H 1.551 -1.689 7.455
H 2.934 -2.798 7.139
C -3.939 -5.297 0.522
O -2.559 -5.106 0.977
C -1.970 -3.864 0.741
C -2.670 -2.673 1.520
N -3.700 -2.070 0.647
C -4.234 -0.905 1.303
C -5.225 -0.122 0.375
O -4.539 0.523 -0.612
C -4.186 1.847 -0.281
H -3.855 -5.369 -0.563
H -4.605 -4.493 0.836
H -4.384 -6.196 0.948
H -1.987 -3.624 -0.322
H -0.961 -4.035 1.116
H -1.858 -1.952 1.612
H -3.003 -2.952 2.520
H -4.414 -2.768 0.493
H -3.396 -0.271 1.594
H -4.739 -1.145 2.238
H -5.791 0.617 0.942
H -5.958 -0.825 -0.023
H -3.630 1.885 0.656
H -5.079 2.445 -0.098
H -3.630 2.382 -1.051
C -0.311 3.522 -0.953
O -0.486 4.882 -1.128
C 0.609 5.677 -0.778
C 0.359 7.171 -1.202
N -0.673 7.821 -0.457
C -0.740 9.158 -0.951
C -1.589 10.058 0.027
O -2.950 9.713 -0.036
C -3.739 10.239 -1.130
H 0.645 3.001 -0.913
H -0.797 3.051 -1.807
H -0.803 3.183 -0.041
H 1.522 5.386 -1.298
H 0.800 5.751 0.292
H 0.189 7.024 -2.268
H 1.285 7.714 -1.011
H -1.555 7.351 -0.607
H -1.253 9.076 -1.910
H 0.201 9.646 -1.207
H -1.441 11.099 -0.262
H -1.260 9.954 1.061
H -4.772 9.918 -0.997
H -3.440 9.893 -2.119
H -3.780 11.325 -1.048
*
```

Here are the Mulliken charges for atoms 1 to 5, given in e: atom 1 (Na): 0.639, atom 2 (B): 0.881, atom 3 (F): -0.323, atom 4 (F): -0.432, atom 5 (F): -0.453

---

The evaluated molar mass for the records listed, in turn: 880.80, 445.90, 938.36, 775.75 g/mol.
The evaluated gap between HOMO and LUMO for the records listed, in turn: 6.594, 8.933, 8.294, 7.444 eV.